Record 1
{"formula": "C17H21F2N3NdO11P2S2", "method": "ωB97M-V/def2-TZVPD", "elements": ["P", "H", "C", "C", "H", "F", "C", "H", "H", "C", "O", "S", "H", "O", "O", "H", "H", "O", "O", "P", "H", "H", "C", "H", "C", "H", "H", "C", "H", "C", "H", "C", "H", "N", "H", "O", "C", "H", "O", "N", "N", "H", "C", "O", "H", "Nd", "C", "C", "O", "H", "H", "C", "O", "O", "F", "C", "S", "C", "C"], "xyz": [[-6.397, 4.139, 14.749], [-6.941, 2.240, 12.631], [-7.259, 3.215, 12.335], [-4.098, 8.930, 21.658], [-1.753, 0.386, 14.506], [-2.416, 8.345, 14.933], [-2.613, 6.277, 18.629], [2.925, 2.318, 17.299], [-4.612, 7.110, 17.787], [-3.194, 7.130, 19.717], [-7.845, 4.864, 15.072], [0.729, 4.175, 19.695], [-8.264, 3.386, 12.694], [-5.369, 4.828, 15.571], [-3.217, 6.254, 17.480], [-2.989, -0.187, 17.135], [2.900, 3.124, 19.812], [-4.591, 4.594, 10.826], [-5.110, 7.745, 18.368], [-4.577, 4.113, 12.216], [-3.638, -0.713, 15.566], [-7.266, 3.298, 11.233], [-4.813, 8.810, 20.472], [-0.962, 7.598, 16.063], [-2.456, 2.223, 15.335], [-5.688, 9.385, 20.277], [-6.351, 6.237, 12.978], [-0.068, 4.165, 18.117], [-4.465, 9.611, 22.438], [-3.208, 0.143, 16.118], [-8.127, 5.392, 14.321], [-1.993, 0.817, 15.488], [-2.575, 8.248, 22.866], [-1.567, 5.561, 18.951], [-6.197, 2.105, 15.815], [-3.614, 4.650, 13.266], [-2.999, 8.108, 21.912], [-4.314, 2.135, 11.373], [-5.402, 1.088, 16.504], [-3.724, 2.407, 15.686], [-1.103, 4.860, 17.847], [2.812, 4.065, 17.511], [-2.569, 7.237, 20.948], [-6.861, 5.551, 12.544], [-1.681, 6.582, 21.066], [-2.989, 5.107, 15.458], [2.029, 2.957, 19.183], [-4.221, 1.266, 16.156], [-1.696, 3.131, 15.003], [-1.048, 0.795, 16.069], [1.623, 1.967, 19.384], [-6.312, 4.254, 12.915], [-4.367, 2.535, 12.263], [-6.705, 2.666, 15.101], [-0.455, 7.661, 14.148], [-1.452, 7.306, 15.124], [0.680, 3.113, 16.886], [-4.391, 7.891, 19.475], [2.320, 3.124, 17.708]], "forces_ev_per_angstrom": [[-2.5, 0.2, 0.8], [0.1, -0.6, 0.1], [0.2, 0.6, -0.8], [-0.7, -0.2, -0.3], [0.0, 0.2, 0.1], [-0.2, -0.2, 0.1], [-0.4, -0.2, 0.8], [-0.1, -0.1, 0.0], [-0.1, 0.3, 0.2], [-1.1, 0.6, -0.9], [1.2, -0.7, -0.2], [0.5, -0.3, -0.4], [-0.3, 0.0, 0.1], [0.6, 0.5, -0.1], [-0.1, 0.0, 0.3], [-0.2, -0.1, 0.0], [0.1, 0.1, 0.0], [0.1, 0.2, -0.1], [-0.2, 0.0, -0.4], [-0.1, 0.4, 0.1], [0.3, 0.4, 0.2], [0.1, 0.0, 0.4], [0.9, -0.9, -0.4], [0.0, 0.0, 0.1], [0.5, -0.7, 0.2], [-0.5, 0.4, -0.1], [0.4, 0.3, -0.1], [0.0, -0.1, -0.4], [0.3, -0.2, -0.4], [0.2, -0.4, 0.2], [-0.1, 0.2, -0.3], [0.6, -1.2, -0.3], [0.9, -0.3, 0.9], [-0.2, 0.4, -0.6], [0.1, 0.1, -0.2], [-0.4, 0.4, -0.1], [-1.0, 0.8, -0.3], [-0.1, 0.5, 0.6], [0.5, 0.2, 0.1], [-0.2, 1.2, 0.1], [0.2, -0.6, -0.2], [0.1, 0.3, -0.1], [1.3, -0.9, -0.2], [-0.1, -0.5, 0.4], [-0.6, 0.6, 0.2], [0.7, 0.4, -0.2], [-0.5, 0.2, 0.3], [-1.0, -0.9, 0.0], [0.5, 0.9, -0.3], [-0.7, 0.0, -0.2], [0.1, -0.1, 0.0], [0.2, 0.5, 0.0], [0.3, -1.5, -0.4], [0.2, 0.0, 0.0], [-0.5, -0.6, 0.5], [0.1, 0.2, -0.5], [0.4, 0.3, 0.3], [1.1, -0.1, 1.2], [-0.8, 0.0, 0.1]], "s2": 3.75, "charge": -1, "spin_multiplicity": 4, "e_above_lowest_kcal_mol": 0.0, "max_force_ev_per_a": 2.57, "energy_ha": -3893.019541}

***

Record 2
{"formula": "C17H21FIrN6O5S2", "method": "ωB97M-V/def2-TZVPD", "elements": ["Ir", "H", "C", "C", "F", "C", "H", "S", "O", "H", "H", "C", "H", "N", "H", "H", "H", "N", "H", "C", "C", "C", "C", "C", "N", "C", "O", "H", "C", "H", "H", "O", "H", "N", "H", "C", "O", "H", "H", "N", "H", "H", "H", "H", "S", "C", "C", "C", "C", "N", "H", "C", "O"], "xyz": [[-0.067, 0.029, -0.770], [-3.220, 0.808, 0.903], [-1.878, -1.705, 1.010], [-5.235, 1.476, -1.695], [-6.514, 1.357, -2.062], [2.147, 0.225, 1.777], [-0.639, 2.546, -1.190], [-3.243, -3.032, 2.543], [-2.618, -4.162, 3.162], [-1.017, 2.080, 0.473], [3.548, 0.696, 3.161], [-2.709, -1.082, 4.553], [0.317, -2.181, 2.157], [1.825, -0.922, 2.380], [-1.077, -2.824, -2.141], [-4.696, 2.447, -3.519], [-0.755, 1.663, 4.208], [2.076, 1.372, -0.268], [-2.134, 0.499, 5.880], [-0.343, 0.308, -3.986], [-3.524, 1.143, -0.080], [-1.809, -0.917, 2.301], [-2.583, 1.705, -0.943], [-1.135, 0.249, 2.645], [1.493, 0.509, 0.616], [-2.571, -1.556, 3.265], [-1.261, -1.422, -0.090], [-0.514, 1.375, -3.866], [-0.674, -2.224, -2.953], [-1.085, -2.559, -3.904], [2.160, -1.073, 3.322], [3.030, 2.073, -0.073], [3.281, 1.893, 1.930], [1.191, -1.954, 1.695], [-5.585, 0.567, 0.207], [-3.021, 2.182, -2.179], [1.461, 1.326, -1.372], [-0.744, -0.016, -4.945], [-0.539, 0.786, 1.924], [3.032, 1.017, 2.358], [-2.316, 2.667, -2.845], [-3.319, -1.608, 5.275], [1.797, -2.764, 1.669], [0.723, 0.093, -3.927], [-1.230, -0.537, -2.669], [-2.042, 0.090, 4.883], [-4.851, 1.014, -0.450], [-1.146, 1.799, -0.575], [-4.345, 2.073, -2.567], [-2.589, -2.783, 1.060], [0.414, -2.278, -2.970], [-1.259, 0.744, 3.937], [-4.666, -2.944, 2.477]], "forces_ev_per_angstrom": [[-0.3, -0.6, 0.0], [0.0, 0.0, 0.0], [-0.1, -0.2, 0.1], [0.0, 0.0, 0.0], [-0.1, 0.0, 0.0], [-0.3, -0.3, 0.0], [0.0, -0.1, 0.0], [-0.1, 0.0, 0.1], [0.0, 0.0, 0.0], [0.0, 0.0, 0.0], [0.0, 0.0, 0.0], [0.0, -0.1, 0.0], [0.0, -0.1, 0.0], [0.2, 0.1, 0.0], [0.0, 0.0, 0.0], [0.0, 0.0, 0.0], [0.0, 0.0, 0.0], [0.3, 0.0, 0.0], [0.0, 0.0, 0.0], [0.0, 0.0, 0.0], [0.0, 0.0, 0.0], [0.0, 0.0, 0.0], [0.0, 0.0, 0.0], [0.0, 0.0, -0.1], [0.4, 0.5, -0.2], [0.0, 0.0, 0.0], [0.0, 0.3, 0.0], [0.0, 0.0, 0.0], [0.0, 0.0, 0.0], [0.0, 0.0, 0.0], [0.0, 0.0, 0.1], [-0.1, -0.1, 0.0], [0.0, 0.1, 0.0], [-0.1, 0.1, 0.0], [0.0, 0.0, 0.0], [0.0, 0.0, 0.0], [0.0, 0.0, 0.2], [0.0, 0.0, 0.0], [-0.1, 0.0, 0.0], [-0.1, 0.0, 0.0], [0.0, 0.0, 0.0], [0.0, 0.0, 0.0], [0.0, -0.1, 0.0], [0.0, 0.0, 0.0], [0.0, 0.2, 0.0], [0.0, 0.0, 0.0], [0.0, 0.0, 0.0], [0.1, 0.0, 0.1], [0.0, 0.0, 0.0], [0.1, 0.0, -0.1], [0.0, 0.0, 0.0], [0.0, 0.0, 0.1], [0.0, 0.0, 0.0]], "charge": 1, "e_above_lowest_kcal_mol": 42.6, "max_force_ev_per_a": 0.67, "energy_ha": -2365.353543}

***

Record 3
{"formula": "C17H21MnN3O2", "method": "ωB97M-V/def2-TZVPD", "elements": ["H", "C", "H", "C", "H", "N", "C", "C", "H", "C", "H", "H", "H", "C", "H", "C", "N", "H", "H", "C", "H", "H", "C", "C", "C", "Mn", "H", "C", "H", "C", "H", "H", "O", "C", "O", "C", "H", "H", "N", "H", "H", "C", "H", "C"], "xyz": [[-3.976, -3.761, -0.292], [-0.742, -2.644, -0.129], [4.759, -1.356, 1.713], [-0.027, 1.736, 3.061], [0.387, 2.525, -1.480], [-0.935, 0.993, -1.317], [-0.654, 2.263, -1.655], [-2.966, 2.548, -2.183], [4.334, 1.181, 1.135], [-3.240, 1.235, -1.769], [2.516, -0.315, -2.239], [-1.057, 2.140, 3.152], [4.861, 0.669, -0.524], [-1.665, 3.070, -2.127], [1.116, 0.435, -3.167], [-2.166, -0.935, -0.883], [-0.907, -1.396, -0.598], [0.517, 0.194, 4.422], [3.246, 0.549, -0.115], [-2.181, 0.443, -1.325], [-3.797, 3.127, -2.546], [0.257, -2.894, 0.200], [4.261, 0.361, 0.366], [-1.805, -3.529, -0.049], [0.498, -0.478, 2.301], [0.472, -0.128, -0.824], [1.144, -1.366, -2.895], [0.402, 1.749, 1.590], [4.597, -1.757, -0.044], [1.440, -0.373, -2.481], [-1.047, -0.044, 3.651], [-1.396, 4.072, -2.447], [0.669, 2.748, 0.930], [-0.020, 0.283, 3.481], [0.861, -1.643, 2.291], [4.263, -1.071, 0.754], [-1.580, -4.540, 0.254], [0.648, 2.361, 3.683], [0.511, 0.405, 1.205], [-4.201, -1.374, -1.056], [3.179, -1.328, 0.893], [-3.252, -1.796, -0.774], [-4.214, 0.756, -1.797], [-3.106, -3.117, -0.367]], "forces_ev_per_angstrom": [[0.3, 0.0, 0.0], [-0.8, 0.5, -0.5], [-0.1, 0.4, -0.8], [-0.4, 1.1, 0.2], [-0.3, 0.4, -0.3], [-2.8, 2.2, -0.4], [-0.9, -1.1, 0.1], [0.1, -0.7, 0.2], [0.2, -1.2, -0.5], [0.5, -0.4, 0.1], [-0.3, -0.2, -0.7], [0.7, 0.1, -0.1], [0.4, -0.5, 1.0], [-0.2, 0.2, -0.1], [0.5, -0.4, 0.0], [0.9, -2.1, 0.4], [-3.2, -2.4, 0.9], [0.2, -0.6, -0.1], [0.9, 0.0, 0.8], [0.9, 2.3, -0.8], [0.0, 0.3, -0.1], [0.0, -0.1, -0.1], [-1.4, 2.8, -1.9], [-0.3, -0.3, 0.1], [0.5, 1.1, -0.9], [4.4, 0.1, 2.6], [0.5, 0.6, 0.0], [0.4, -1.2, 0.8], [0.1, 0.4, 0.3], [1.0, -0.4, -1.4], [0.0, -0.2, 0.1], [-0.4, 0.0, 0.1], [-0.5, -1.1, 0.2], [-0.5, 0.5, 0.8], [-0.4, 0.4, -0.3], [-1.1, -1.8, 0.9], [-0.2, -0.1, 0.2], [-0.4, -0.2, -0.5], [0.7, 0.3, 0.1], [-0.4, -0.2, 0.1], [0.9, -0.2, 0.2], [-0.2, 0.6, -0.2], [-0.1, 0.6, -0.1], [0.9, 0.6, 0.0]], "s2": 8.78, "spin_multiplicity": 6, "e_above_lowest_kcal_mol": 1.8, "max_force_ev_per_a": 5.09, "energy_ha": -2126.108107}